No. 1
Below is 7 unconnected molecules or ions with the total composition C4H23NO7 at a distorted geometry, with properties calculated with wB97M-V/def2-TZVPD.

XYZ file:
```
35
Properties=species:S:1:pos:R:3:forces:R:3:lowdin_charge:R:1
O -1.169394 -4.456747 3.533588 -0.01 0.33 0.02 -0.05
H -0.990203 -5.058590 4.256022 0.00 -0.14 0.23 0.03
H -1.057888 -4.988117 2.745281 0.04 -0.11 -0.26 0.04
O -3.222401 2.958042 1.228764 -0.15 0.05 -0.22 -0.05
H -2.835314 2.124752 1.497115 0.14 -0.32 0.06 0.02
H -3.303670 3.457612 2.041205 -0.03 0.18 0.20 0.03
O -2.653343 -1.138439 2.006289 0.02 0.36 0.00 -0.05
H -3.203307 -1.533030 1.329490 -0.15 -0.14 -0.22 0.02
H -2.301702 -1.883143 2.494147 0.14 -0.24 0.20 0.02
O -4.404475 -3.243909 -1.233208 0.08 0.03 0.27 -0.05
H -4.740143 -2.474411 -1.693006 -0.09 0.22 -0.11 0.03
H -4.442715 -3.946743 -1.881893 0.02 -0.21 -0.13 0.03
O 2.480216 -3.088984 4.235789 0.18 0.04 -0.12 -0.05
H 1.527685 -3.057035 4.146792 -0.33 0.02 -0.11 0.02
H 2.628113 -3.508315 5.083446 0.09 -0.08 0.21 0.03
O -6.835103 2.639410 3.127690 0.02 0.15 0.19 -0.05
H -7.682919 2.274752 2.873776 -0.23 -0.06 -0.03 0.03
H -6.202043 2.183954 2.572695 0.25 -0.08 -0.18 0.02
C 2.703727 1.367544 -0.086291 0.27 1.21 1.38 -0.08
C 2.222219 1.470223 -1.500784 -0.66 -1.40 0.14 -0.43
C 3.394260 1.608758 -2.466709 -0.58 0.04 0.03 -0.20
O 2.920803 1.857484 -3.775597 -1.56 -0.10 1.65 -0.18
C 3.831615 1.593422 -4.739300 0.93 -0.30 -1.50 -0.16
N 1.443498 0.238919 -1.773987 0.45 0.09 -1.32 0.03
H 3.050191 2.364204 0.187071 0.22 0.04 0.36 0.08
H 3.487799 0.667252 0.201676 0.28 -0.16 -0.93 0.08
H 1.937444 1.108481 0.644331 -0.51 0.20 -0.30 0.07
H 1.514409 2.281981 -1.668538 0.41 0.68 0.42 0.14
H 3.952258 0.674244 -2.408191 0.21 -0.16 -0.20 0.13
H 4.042756 2.449077 -2.218908 0.17 0.05 0.51 0.13
H 3.304470 1.725432 -5.684174 0.33 -0.02 -0.18 0.09
H 4.236824 0.583014 -4.684602 -0.12 -0.41 -0.01 0.09
H 4.706410 2.242293 -4.696836 0.15 0.44 -0.05 0.09
H 0.925156 0.483772 -2.605528 -0.18 -0.56 -0.41 0.06
H 0.734766 0.022841 -1.087615 0.18 0.34 0.44 0.06
```
Forces are in eV/Å.

M: 197.2 g/mol

No. 2
Below is 8 unconnected molecules or ions with the total composition C4H23NO8 at a distorted geometry, with properties calculated with wB97M-V/def2-TZVPD.

XYZ file:
```
36
Properties=species:S:1:pos:R:3:forces:R:3:lowdin_charge:R:1
C -2.118010 0.856332 2.144979 -3.49 -0.01 -1.08 -0.03
C -2.122347 -0.017454 0.849103 0.84 0.52 -0.87 -0.37
C -2.280014 -1.509520 1.033553 3.55 -0.76 1.99 -0.16
C -1.819281 -2.106868 -0.272358 -0.53 -0.37 -0.70 -0.30
O -0.879863 -2.847254 -0.400612 -0.28 -0.05 0.10 0.04
N -0.773759 0.152449 0.184521 -7.47 -1.51 -4.17 0.09
H -1.096838 1.082002 2.305097 0.68 0.65 0.74 0.05
H -2.628432 0.352397 2.971117 0.62 -0.38 0.16 0.07
H -2.832405 1.747860 2.056741 1.60 -0.70 -0.27 0.10
H -2.933418 0.154163 0.080597 0.95 0.88 0.84 0.15
H -3.134615 -1.797384 1.540184 -2.80 -0.49 -0.24 0.09
H -1.620418 -1.958552 1.875970 0.09 0.96 -1.45 0.15
H -2.381086 -1.758941 -1.198038 0.25 -0.17 0.68 0.13
H -0.693976 0.882803 -0.438006 0.02 2.11 -0.94 0.02
H -0.105606 0.061074 0.762877 6.05 -0.74 5.18 -0.05
H -1.213432 0.231753 -3.499174 1.48 -3.12 -0.69 0.11
H -0.583058 -0.924826 -2.667360 -0.26 -0.11 -1.47 0.01
O -0.739720 -0.708163 -3.627663 -1.53 3.15 2.08 -0.12
H 1.597700 0.605841 -2.522827 -0.59 1.34 -1.36 0.01
H 0.878689 -0.382770 -1.626249 -2.57 -0.71 0.78 -0.05
O 1.693294 -0.069217 -1.897171 3.35 -0.70 0.90 0.00
H -1.770991 3.562746 -0.410335 -0.09 0.98 0.41 0.04
H -0.757513 3.045369 -1.447225 1.01 0.70 -0.52 0.02
O -1.479740 2.808940 -0.892091 -0.78 -1.53 -0.04 -0.02
H 1.714961 1.136968 0.993551 2.19 1.20 0.35 0.05
H 3.109263 1.420442 1.641475 1.20 -1.17 1.75 -0.01
O 2.521591 1.749667 1.014096 -3.20 0.26 -2.12 -0.06
H 2.302156 3.224594 -0.473677 -0.10 -0.27 0.07 0.01
H 2.771063 2.762398 -1.801648 1.73 -1.31 -1.00 -0.01
O 2.095675 3.257769 -1.417218 -1.81 1.47 0.90 -0.04
H 2.342731 -2.416471 0.048340 -0.42 0.01 0.05 0.05
H 3.110573 -2.799445 1.285054 -1.17 0.23 -0.01 0.08
O 2.185683 -2.629163 0.980540 1.41 -0.24 -0.15 -0.07
H 1.022468 -0.363548 3.370964 1.74 0.02 -1.40 0.07
H 1.281285 -1.228619 2.044871 2.30 2.47 1.98 0.10
O 1.737470 -0.442822 2.650669 -3.99 -2.63 -0.48 -0.16
```
Forces are in eV/Å.

M: 213.2 g/mol

No. 3
Below is 8 unconnected molecules or ions with the total composition C4H23O9 at a distorted geometry, with properties calculated with wB97M-V/def2-TZVPD.

XYZ file:
```
36
Properties=species:S:1:pos:R:3:forces:R:3:lowdin_charge:R:1
C 0.815613 0.407054 -1.036506 0.00 0.21 -0.74 -0.16
C -0.350477 -0.543823 -1.472472 0.98 1.17 1.70 -0.18
C 0.134934 -1.990991 -1.422134 -1.68 -1.44 -2.20 -0.21
O 0.633082 -2.303780 -2.770374 0.09 -0.64 0.73 -0.11
C 1.225472 0.492943 0.405429 1.14 1.76 1.71 -0.24
O 1.905777 -0.673830 0.844812 0.89 -0.73 -0.15 -0.11
H 1.698708 0.171949 -1.626454 0.38 -0.96 0.04 0.09
H 0.710664 1.365826 -1.536809 -0.83 0.71 0.81 0.11
H -0.580487 -0.091458 -2.439506 -0.03 -1.04 -0.20 0.10
H -1.258053 -0.430867 -0.857294 0.46 0.23 0.22 0.11
H 0.833236 -2.197756 -0.583444 -0.29 0.23 -0.84 0.10
H -0.698814 -2.788923 -1.423278 0.95 1.52 0.69 0.14
H 0.452762 0.729683 1.115958 -0.70 -0.44 -0.30 0.06
H 1.958068 1.334563 0.703990 -0.94 -0.93 -1.40 0.15
H 3.018113 -0.993159 -0.495118 0.28 -0.66 -0.02 -0.01
H -1.372233 3.219791 -0.244400 0.27 0.28 -0.10 0.00
H -1.960615 2.819154 1.022837 -0.37 -0.43 0.34 -0.03
O -2.173114 3.355230 0.257150 -1.93 0.46 -1.07 -0.11
H 0.839889 -0.044942 3.380750 -0.11 0.08 0.11 0.01
H -2.490622 -1.198583 1.713024 -0.46 -0.04 0.02 0.02
O -1.570276 -1.110738 1.934511 0.87 0.15 -0.37 -0.18
H -2.347866 -0.751170 -2.552668 0.07 -0.50 -1.27 0.03
H -1.536216 -1.392758 -3.732996 -0.02 -0.01 0.39 0.02
O -2.406526 -1.054670 -3.488174 -0.49 0.22 0.54 -0.08
H -0.359617 2.195760 1.515051 -0.40 2.02 0.80 -0.02
H -0.155278 3.888630 1.691004 -0.62 1.01 1.36 0.00
O -0.012514 3.135029 1.172812 3.07 -2.09 -1.50 -0.17
H -1.382442 -0.034414 1.905810 -0.83 -0.22 -0.05 -0.03
H -1.576393 1.485198 2.926883 -0.12 0.23 1.13 0.01
O -1.345854 1.319669 2.030057 0.02 -0.78 -0.92 -0.28
H 1.426905 -1.261713 1.429964 -0.61 0.21 0.14 0.09
H -0.473779 -0.850666 3.140789 0.88 -0.04 1.21 -0.01
O 0.260608 -0.678272 3.818240 -0.54 -0.29 -0.86 -0.11
H 1.304810 -1.683348 -3.036026 0.56 0.46 0.17 0.06
H 3.255225 -2.379970 -1.141514 0.08 0.49 0.07 0.03
O 3.577307 -1.464647 -1.149905 -0.04 -0.18 -0.19 -0.09
```
Forces are in eV/Å.

M: 215.2 g/mol
charge: -1

Here are the calculated HOMO energy numbers, same order: -9.11 -9.52 -6.07 (eV).
Here are the calculated energy relative to the best compared isomer or geometry (same formula, charge and spin) numbers, same order: 48.8 71.3 20.0 (kcal per mole).